1.
7 unconnected molecules or ions with the total composition C13H25Br12Cl3 in a non-equilibrium geometry, computed with ωB97M-V with the def2-TZVPD basis set.

Geometry as XYZ:
```
53
Properties=species:S:1:pos:R:3:nbo_charge:R:1
Cl -1.493 -0.589 -0.027 0.004
C -0.204 -0.180 1.139 -0.287
Cl -0.115 1.570 1.455 0.000
Cl 1.387 -0.720 0.699 0.033
H -0.513 -0.622 2.080 0.244
Br 1.749 6.539 0.827 -0.044
C 2.593 5.277 -0.442 -0.421
C 1.756 3.999 -0.466 -0.445
Br 0.012 4.343 -1.279 -0.018
H 3.575 5.144 -0.003 0.234
H 2.603 5.779 -1.402 0.229
H 1.624 3.660 0.554 0.228
H 2.233 3.265 -1.111 0.240
Br 2.285 -4.235 -3.546 -0.008
C 1.206 -4.703 -1.967 -0.441
C 0.906 -3.431 -1.194 -0.441
Br -0.133 -3.955 0.388 -0.024
H 1.649 -5.477 -1.353 0.231
H 0.258 -5.074 -2.355 0.223
H 0.405 -2.609 -1.697 0.244
H 1.877 -3.004 -0.928 0.218
Br -2.353 -1.468 3.830 -0.035
C -2.809 -2.962 2.634 -0.435
C -2.949 -4.224 3.446 -0.443
Br -3.466 -5.644 2.186 -0.004
H -1.968 -2.897 1.953 0.234
H -3.697 -2.700 2.066 0.228
H -3.753 -4.136 4.170 0.231
H -2.021 -4.424 3.972 0.231
Br -4.291 1.475 3.978 -0.006
C -3.916 1.241 2.078 -0.450
C -4.021 2.496 1.245 -0.465
Br -3.992 1.968 -0.594 0.012
H -4.541 0.423 1.737 0.226
H -2.886 0.891 2.031 0.223
H -3.252 3.229 1.474 0.236
H -4.962 2.997 1.478 0.229
Br 6.538 1.348 1.404 -0.024
C 6.285 -0.333 0.402 -0.434
C 4.826 -0.579 0.072 -0.444
Br 4.266 0.482 -1.490 -0.015
H 6.618 -1.089 1.105 0.229
H 6.845 -0.302 -0.526 0.234
H 4.143 -0.327 0.878 0.231
H 4.701 -1.645 -0.119 0.226
Br -1.875 1.820 -5.852 -0.025
C -2.221 1.167 -4.019 -0.432
C -1.220 1.610 -2.953 -0.478
Br 0.506 0.701 -2.905 -0.008
H -2.255 0.082 -4.074 0.222
H -3.210 1.542 -3.771 0.226
H -1.738 1.642 -1.998 0.246
H -0.992 2.639 -3.211 0.235
```

Results
HOMO energy = -9.96 eV
calculated total energy = -32779.07591 hartree
SMILES = ClC(Cl)Cl.BrCCBr.BrCCBr.BrCCBr.BrCCBr.BrCCBr.BrCCBr
E_LUMO = 0.16 eV
energy above the lowest of the compared OMol25 structures with the same formula, charge and spin = 20.1 kcal per mole
maximum force = 1.7 eV Å⁻¹



2.
C5H8O3 in the gas phase in a non-equilibrium geometry, computed with ωB97M-V with the def2-TZVPD basis set.

Geometry as XYZ:
```
16
Properties=species:S:1:pos:R:3:nbo_charge:R:1
C -0.371 1.472 0.400 -0.683
C 0.103 0.076 0.088 -0.192
C 1.598 -0.335 -0.254 0.801
O 2.126 -1.445 -0.256 -0.593
O 2.393 0.834 -0.456 -0.706
C -0.559 -1.166 0.874 -0.431
C -0.892 -0.840 -0.557 0.078
O -2.212 -0.232 -0.837 -0.687
H -1.590 1.198 0.030 0.258
H -0.502 1.918 1.546 0.240
H 0.398 2.012 -0.256 0.249
H 3.281 0.358 -0.324 0.498
H -0.011 -2.106 1.229 0.255
H -1.311 -1.003 1.686 0.239
H -0.557 -1.351 -1.389 0.200
H -1.895 0.609 -1.523 0.475
```

Results
HOMO energy = -10.23 eV
calculated total energy = -420.91063 hartree
SMILES = C[C@@]1(C(=O)O)C[C@H]1O
E_LUMO = 0.55 eV
energy above the lowest of the compared OMol25 structures with the same formula, charge and spin = 91.3 kcal per mole
maximum force = 4.8 eV Å⁻¹



3.
C5H11NO in the gas phase, computed with ωB97M-V with the def2-TZVPD basis set.

Geometry as XYZ:
```
18
Properties=species:S:1:pos:R:3:nbo_charge:R:1
C -2.213 0.514 -0.425 -0.625
C -1.352 -0.634 0.089 -0.214
N 0.057 -0.302 0.254 -0.451
C 0.427 0.653 1.285 -0.413
C 0.893 -0.556 -0.807 0.686
C 2.383 -0.427 -0.550 -0.716
O 0.470 -0.936 -1.888 -0.624
H -3.224 0.156 -0.647 0.216
H -1.783 0.919 -1.346 0.221
H -2.298 1.322 0.311 0.197
H -1.389 -1.465 -0.617 0.233
H -1.726 -0.996 1.055 0.186
H -0.404 0.751 1.987 0.212
H 1.307 0.331 1.852 0.204
H 0.630 1.649 0.870 0.193
H 2.885 -1.015 -1.319 0.245
H 2.658 -0.809 0.438 0.219
H 2.729 0.609 -0.626 0.230
```

Results
HOMO energy = -9.13 eV
calculated total energy = -327.11570 hartree
SMILES = CCN(C)C(C)=O
E_LUMO = 0.90 eV
energy above the lowest of the compared OMol25 structures with the same formula, charge and spin = 9.8 kcal per mole
maximum force = 0.3 eV Å⁻¹



4.
A molecular structure, C33H24BrINOPReS2, computed with ωB97M-V with the def2-TZVPD basis set.

Geometry as XYZ:
```
65
Properties=species:S:1:pos:R:3:lowdin_spin:R:1
Re -0.174 0.929 1.064 2.709
I -2.844 1.045 0.520 0.024
C -2.907 1.947 -1.393 0.011
C -3.988 2.784 -1.471 0.000
C -4.284 3.465 -2.660 0.001
C -3.477 3.270 -3.737 -0.001
C -2.353 2.413 -3.670 0.000
C -1.586 2.257 -4.851 -0.001
C -0.502 1.442 -4.877 0.001
C -0.130 0.773 -3.700 -0.001
C -0.826 0.883 -2.516 0.009
P -0.097 -0.082 -1.140 0.034
C 1.519 -0.638 -1.736 -0.004
C 2.605 0.234 -1.644 0.000
C 3.862 -0.171 -2.065 0.000
C 4.039 -1.448 -2.585 -0.001
C 2.958 -2.311 -2.698 0.000
C 1.696 -1.909 -2.279 -0.001
C -1.076 -1.595 -0.971 0.014
C -2.144 -1.889 -1.812 0.001
C -2.886 -3.045 -1.605 0.003
C -2.566 -3.902 -0.563 0.002
C -1.495 -3.614 0.276 0.001
C -0.753 -2.462 0.076 0.010
C -2.006 1.713 -2.472 0.003
H -4.631 2.929 -0.613 0.000
H -5.142 4.121 -2.707 0.000
H -3.680 3.769 -4.675 0.000
H -1.893 2.803 -5.734 0.000
H 0.082 1.311 -5.777 0.000
H 0.752 0.152 -3.745 0.000
H 2.469 1.238 -1.260 0.001
H 4.701 0.507 -1.992 0.000
H 5.020 -1.767 -2.909 0.000
H 3.094 -3.300 -3.115 0.000
H 0.858 -2.588 -2.367 0.000
H -2.395 -1.225 -2.631 0.000
H -3.713 -3.277 -2.263 0.000
H -3.146 -4.801 -0.406 0.000
H -1.236 -4.294 1.078 0.000
H 0.100 -2.254 0.717 0.004
O -1.253 2.971 6.924 -0.001
C -1.022 2.650 5.658 -0.001
C -0.699 3.574 4.659 0.000
C -0.482 3.119 3.382 0.011
N -0.562 1.819 3.044 0.022
C -0.871 0.957 4.018 0.008
Br -0.940 -0.845 3.445 0.077
C -1.113 1.296 5.321 0.002
H -1.175 3.920 7.085 0.000
H -0.619 4.631 4.875 0.000
H -0.231 3.809 2.586 0.005
H -1.361 0.557 6.069 0.001
S 2.118 0.792 1.559 0.047
C 2.689 -0.885 1.850 0.023
C 2.965 -1.992 1.076 0.000
C 3.501 -3.084 1.751 0.001
C 3.767 -3.037 3.119 -0.002
C 3.517 -1.898 3.876 0.001
C 2.962 -0.824 3.207 0.000
S 2.516 0.824 3.664 -0.015
H 2.791 -2.022 0.010 0.000
H 3.732 -3.983 1.197 0.000
H 4.195 -3.905 3.602 0.000
H 3.752 -1.860 4.930 0.000
```

Results
HOMO energy (spin up / spin down) = -13.62 / -13.48 eV
calculated total energy = -5489.11056 hartree
2S+1 = 4
E_LUMO (spin up / spin down) = -5.63 / -6.77 eV
energy above the lowest of the compared OMol25 structures with the same formula, charge and spin = 38.3 kcal per mole
maximum force = 0.2 eV Å⁻¹
total charge = +2
<S²> = 3.77



5.
A molecular structure, C43H36BaN7O3S, computed with ωB97M-V with the def2-TZVPD basis set.

Geometry as XYZ:
```
91
Properties=species:S:1:pos:R:3:lowdin_charge:R:1
Ba -0.245 -0.331 -1.483 1.785
C 2.647 0.134 2.466 -0.049
O 1.343 0.080 1.847 0.001
C 0.932 1.363 1.793 -0.338
N 1.725 2.290 2.128 0.195
C 3.009 1.631 2.412 -0.240
C 3.698 2.117 3.658 -0.180
C 3.012 2.782 4.666 -0.032
C 3.672 3.175 5.821 -0.091
C 5.024 2.903 5.982 -0.108
C 5.715 2.242 4.977 -0.091
C 5.056 1.855 3.819 -0.030
C -0.435 1.543 1.248 -0.239
C -0.729 2.639 0.441 -0.002
C -1.975 2.682 -0.164 -0.025
C -2.894 1.672 0.099 0.006
C -2.507 0.638 0.945 -0.219
N -1.291 0.554 1.487 0.165
C -3.429 -0.485 1.248 -0.332
N -3.095 -1.603 1.729 0.193
C -4.323 -2.397 1.857 -0.246
C -5.399 -1.520 1.175 -0.078
O -4.739 -0.256 0.958 -0.019
C -4.201 -3.771 1.245 -0.191
C -4.957 -4.823 1.751 -0.055
C -4.900 -6.078 1.160 -0.103
C -4.079 -6.288 0.060 -0.098
C -3.318 -5.242 -0.444 -0.065
C -3.379 -3.987 0.145 -0.025
H 3.317 -0.506 1.899 0.111
H 2.544 -0.232 3.490 0.135
H 3.659 1.824 1.556 0.117
H 1.960 3.000 4.528 0.106
H 3.130 3.698 6.600 0.097
H 5.538 3.211 6.884 0.094
H 6.771 2.031 5.091 0.098
H 5.597 1.348 3.026 0.113
H 0.031 3.385 0.258 0.114
H -2.223 3.471 -0.860 0.124
H -3.865 1.660 -0.374 0.127
H -4.539 -2.512 2.924 0.143
H -6.280 -1.343 1.789 0.123
H -5.702 -1.924 0.207 0.123
H -5.588 -4.663 2.619 0.106
H -5.491 -6.892 1.562 0.093
H -4.029 -7.267 -0.400 0.095
H -2.663 -5.384 -1.294 0.093
H -2.780 -3.188 -0.272 0.072
N -0.236 -2.763 -4.688 0.042
C -0.848 -2.626 -3.465 -1.022
S -0.089 -3.419 -2.119 0.387
N -1.891 -1.828 -3.468 -0.092
N -2.644 -1.870 -2.313 -0.089
C -3.559 -0.976 -2.209 -0.146
C -3.874 0.173 -3.078 -0.164
C -5.196 0.359 -3.476 -0.068
C -5.580 1.433 -4.261 -0.133
C -4.609 2.362 -4.633 -0.122
C -3.300 2.226 -4.216 -0.034
C -2.884 1.142 -3.407 -0.423
O -1.676 1.075 -2.943 -0.387
H 0.732 -3.029 -4.669 0.060
H -0.536 -2.110 -5.395 0.087
H -4.209 -1.114 -1.345 0.093
H -5.935 -0.377 -3.171 0.106
H -6.609 1.547 -4.579 0.082
H -4.885 3.211 -5.249 0.090
H -2.549 2.958 -4.490 0.103
N 2.853 -1.357 -0.744 0.071
C 4.128 -0.875 -0.482 -0.290
C 5.113 -1.757 -0.019 -0.056
C 6.392 -1.327 0.272 -0.115
C 6.719 0.010 0.086 -0.120
C 5.744 0.885 -0.365 -0.062
C 4.423 0.503 -0.629 -0.129
C 3.412 1.532 -1.072 -0.212
C 3.708 2.876 -0.798 -0.085
C 2.888 3.906 -1.233 -0.106
C 1.753 3.596 -1.960 -0.131
C 1.432 2.261 -2.181 -0.231
C 2.205 1.175 -1.730 -0.205
H 2.398 -0.695 -1.393 -0.047
H 2.815 -2.328 -1.018 0.072
H 4.846 -2.801 0.106 0.107
H 7.132 -2.035 0.625 0.093
H 7.724 0.367 0.269 0.089
H 6.032 1.911 -0.547 0.096
H 4.577 3.145 -0.211 0.091
H 3.139 4.933 -0.995 0.093
H 1.109 4.387 -2.333 0.096
H 0.507 2.078 -2.733 0.039
```

Results
HOMO energy = -4.89 eV
calculated total energy = -2693.02808 hartree
E_LUMO = 2.14 eV
energy above the lowest of the compared OMol25 structures with the same formula, charge and spin = 12.5 kcal per mole
maximum force = 0.2 eV Å⁻¹
total charge = -1



6.
2 unconnected molecules or ions with the total composition C5H11N3O in a non-equilibrium geometry, computed with ωB97M-V with the def2-TZVPD basis set.

Geometry as XYZ:
```
20
Properties=species:S:1:pos:R:3:nbo_charge:R:1
C -0.110 0.293 -1.954 -0.702
C -0.238 0.612 -0.659 0.547
N -1.160 1.521 -0.155 -0.882
O 1.015 0.704 0.368 -0.601
C 2.294 0.617 -0.186 -0.251
H -0.682 0.786 -2.721 0.220
H 0.565 -0.464 -2.312 0.230
H -1.798 1.896 -0.841 0.390
H -0.739 2.187 0.478 0.400
H 2.956 1.286 0.374 0.185
H 2.660 -0.417 -0.167 0.174
H 2.332 0.961 -1.231 0.182
C -1.163 -0.800 1.905 -0.402
N -0.968 -1.055 0.467 -0.645
C -0.053 -2.009 0.169 0.428
N 0.433 -3.003 -0.157 -0.351
H -2.021 -0.148 2.047 0.218
H -0.272 -0.306 2.292 0.223
H -1.285 -1.746 2.430 0.199
H -1.767 -0.917 -0.148 0.437
```

Results
HOMO energy = -8.25 eV
calculated total energy = -436.49021 hartree
SMILES = C=C(N)OC.CNC#N
E_LUMO = 0.74 eV
energy above the lowest of the compared OMol25 structures with the same formula, charge and spin = 98.4 kcal per mole
maximum force = 4.9 eV Å⁻¹



calculated total energy of number 4 (C33H24BrINOPReS2)?
-5489.11056 hartree



What is the energy above the lowest of the compared OMol25 structures with the same formula, charge and spin in the fourth record?
38.3 kcal per mole